Computed, not measured: C24H76CuN20O12 as an isolated structure, with ωB97M-V/def2-TZVPD.

Each line ends with the Mulliken charge.
Element x y z (Å)
Cu  13.958  11.543  13.027  1.54
C  13.277  14.481  11.477  -0.34
O  13.873  13.480  11.864  -0.14
N  13.551  15.156  10.344  -0.47
N  12.285  15.029  12.101  -0.26
H  12.924  15.900  10.073  0.10
H  14.329  14.930  9.741  0.19
H  11.967  15.959  11.866  0.16
H  11.807  14.602  12.881  0.03
C  12.261  11.179  10.125  -0.55
O  12.290  11.125  11.316  0.73
N  12.548  12.280  9.413  0.04
N  11.956  10.139  9.397  -0.37
H  12.154  12.299  8.483  0.30
H  12.896  13.113  9.866  0.10
H  12.120  9.223  9.790  -0.31
H  11.893  10.349  8.411  0.24
C  17.524  7.528  15.514  0.63
O  16.729  8.465  15.514  -0.53
N  17.364  6.346  14.996  -0.38
N  18.630  7.494  16.264  -0.51
H  18.066  5.644  15.184  0.16
H  16.509  6.122  14.507  0.21
H  18.804  8.295  16.854  0.21
H  19.289  6.729  16.284  0.15
C  11.169  12.397  14.528  0.26
O  12.244  12.501  13.958  0.02
N  10.790  13.236  15.505  -0.29
N  10.285  11.470  14.306  -0.04
H  9.846  13.220  15.865  0.06
H  11.324  14.003  15.889  0.25
H  9.430  11.573  14.833  0.17
H  10.526  10.767  13.622  -0.25
C  9.383  8.563  11.584  0.63
O  10.334  8.950  12.221  -0.73
N  8.747  9.275  10.738  -0.43
N  8.903  7.431  11.705  -0.36
H  7.976  8.787  10.303  0.11
H  9.016  10.232  10.561  0.16
H  8.258  7.092  11.006  0.14
H  9.144  6.843  12.490  0.27
C  13.206  8.622  14.553  -0.34
O  13.526  9.547  13.820  0.60
N  14.096  7.954  15.336  -0.09
N  11.980  8.333  14.792  -0.31
H  15.091  8.093  15.238  -0.17
H  13.803  7.211  15.954  0.19
H  11.237  8.763  14.261  0.06
H  11.877  7.466  15.300  0.21
C  16.524  12.487  8.299  0.65
O  16.566  11.528  9.047  -0.66
N  15.407  12.969  7.711  -0.35
N  17.725  12.966  7.956  -0.46
H  14.521  12.484  7.723  0.21
H  15.617  13.754  7.110  0.19
H  18.573  12.801  8.479  0.23
H  17.679  13.538  7.125  0.14
C  14.492  11.711  16.366  -0.09
O  14.452  11.689  15.193  0.23
N  14.009  12.705  17.090  -0.30
N  15.127  10.782  17.030  -0.28
H  13.915  12.700  18.095  0.20
H  13.651  13.503  16.583  0.16
H  15.178  10.801  18.039  0.19
H  15.678  10.075  16.563  0.06
C  10.055  8.410  18.899  -1.57
C  10.258  9.865  18.373  1.10
C  9.510  10.887  19.175  -0.86
O  9.600  12.215  18.563  -0.32
C  10.728  12.997  18.828  -0.29
N  11.732  10.006  18.210  -0.51
H  10.720  7.636  18.514  0.40
H  9.055  7.982  18.835  0.40
H  10.248  8.467  19.970  0.40
H  9.991  9.957  17.320  -0.15
H  9.690  10.880  20.250  0.42
H  8.499  10.481  19.158  0.30
H  10.628  14.050  18.563  0.35
H  11.646  12.643  18.360  -0.09
H  10.983  13.014  19.888  0.39
H  11.954  10.682  17.493  -0.13
H  12.165  9.094  18.238  0.24
C  9.463  13.166  10.296  -0.47
C  8.453  14.284  9.969  0.23
C  8.197  15.302  11.035  -0.57
O  7.088  16.143  10.791  -0.37
C  7.196  17.314  11.605  -0.73
N  8.983  14.914  8.792  -0.74
H  9.616  12.568  9.397  0.33
H  9.065  12.479  11.043  0.27
H  10.390  13.611  10.657  -0.37
H  7.552  13.733  9.696  0.38
H  9.113  15.879  11.163  0.15
H  8.075  14.737  11.959  0.41
H  7.199  17.036  12.659  0.31
H  6.418  18.068  11.489  0.30
H  8.131  17.840  11.412  0.30
H  9.786  15.505  8.951  0.21
H  8.243  15.576  8.606  0.34
C  17.508  9.419  11.884  -1.36
C  16.631  10.480  12.502  0.90
C  17.121  11.958  12.713  -1.13
O  16.140  12.648  13.421  0.63
C  16.669  13.701  14.143  -1.17
N  15.502  10.544  11.655  1.01
H  17.018  8.461  11.711  0.22
H  18.212  9.178  12.681  0.45
H  18.101  9.797  11.051  0.36
H  16.227  10.029  13.408  0.00
H  17.524  12.436  11.820  0.43
H  18.051  11.885  13.276  0.50
H  15.838  14.380  14.335  0.19
H  17.425  14.264  13.594  0.41
H  17.096  13.337  15.077  0.26
H  16.005  10.861  10.838  -0.23
H  15.236  9.592  11.444  -0.61
C  12.374  6.732  11.287  -0.57
C  13.339  6.263  10.126  0.59
C  14.715  6.962  10.303  -1.05
O  14.447  8.379  9.911  0.11
C  14.528  8.663  8.481  -0.76
N  13.530  4.835  10.160  -0.74
H  11.450  6.239  11.589  0.44
H  12.129  7.774  11.082  -0.40
H  12.849  6.769  12.267  0.07
H  12.935  6.479  9.137  0.32
H  15.527  6.434  9.804  0.58
H  14.986  6.955  11.359  0.08
H  14.211  9.674  8.222  -0.01
H  13.945  7.976  7.867  0.38
H  15.547  8.539  8.115  0.30
H  12.650  4.433  9.871  0.30
H  14.213  4.599  9.454  0.27

Atomic forces in eV per Å
-0.400 -0.240 -0.840
1.674 -0.868 -0.186
0.611 -0.468 -0.392
0.700 0.337 -1.496
-3.418 1.683 2.441
0.398 -0.187 -0.186
-0.043 -0.018 0.307
0.048 -0.276 0.012
0.535 -0.294 -0.074
0.498 0.884 -0.076
0.774 0.093 3.721
0.296 1.102 -1.217
-1.172 -1.575 -2.038
0.256 0.664 0.151
-0.445 -0.337 -0.311
-0.215 0.068 -0.310
0.122 -1.150 0.067
0.528 0.344 2.155
0.072 0.556 -0.522
-1.517 -2.564 -2.417
1.659 1.858 1.399
-0.616 -0.084 -0.367
0.359 -0.173 -0.049
0.232 -0.214 -0.176
-0.235 0.343 0.002
0.776 0.886 0.898
1.594 0.349 -0.842
-0.641 1.793 1.359
-1.231 -1.456 -0.534
0.179 -0.200 0.048
0.287 -0.380 -0.581
-0.040 -0.957 -0.542
-0.654 -0.254 -0.307
3.156 3.726 1.287
2.205 1.409 2.164
-2.318 3.104 -3.630
-3.128 -8.602 1.117
-0.070 1.253 -0.409
-0.189 -0.354 -0.271
0.030 -0.412 0.608
0.054 0.019 -0.449
2.838 1.111 1.001
0.900 0.980 -1.617
0.066 -0.683 -0.264
-3.456 -1.565 0.771
0.239 0.317 -0.057
-0.037 0.230 -0.190
0.022 -0.440 -0.207
-0.953 0.310 -0.172
1.131 -2.558 0.885
-1.457 -1.052 1.556
0.603 1.274 -0.325
-0.283 2.373 -1.880
0.424 0.093 0.096
-0.970 -0.165 -0.218
-0.470 -0.151 -0.261
1.147 0.227 0.260
0.847 -0.115 2.255
-0.363 0.294 -5.343
-1.535 2.413 1.281
1.384 -2.366 2.431
0.184 -0.061 -0.297
0.012 -0.292 0.198
0.051 -0.018 -0.246
-0.229 0.025 -0.213
-0.587 0.686 0.825
1.877 -1.905 -1.437
0.217 0.470 -0.327
-1.040 -0.912 0.041
1.148 -0.218 1.071
-0.561 0.769 1.781
0.204 0.392 -0.382
-0.192 0.400 -0.284
0.166 -0.183 0.186
-1.344 -0.099 0.019
0.858 0.374 0.049
-0.540 0.897 -0.494
-0.747 -0.106 -0.323
-0.093 -0.246 -0.382
-0.214 -0.086 0.343
0.478 -0.691 -0.153
0.384 0.567 -0.657
-0.731 0.331 0.822
1.091 -1.287 -0.430
-0.118 -0.782 1.134
0.312 0.476 -0.133
0.296 0.005 0.396
-1.137 0.630 -1.429
0.184 0.294 -0.080
0.118 0.080 0.388
0.186 -0.289 -0.042
-0.381 0.456 -0.105
0.243 0.342 -0.045
-0.336 0.133 0.612
-0.013 -0.118 0.190
-0.374 -0.629 -0.572
0.264 -0.044 -0.150
0.328 -0.128 0.497
-0.011 0.485 -0.980
2.279 0.477 1.505
-0.133 -0.236 1.106
1.474 -2.585 0.533
-0.128 -0.757 -1.441
-0.350 1.023 0.676
-2.098 1.295 0.072
-0.380 0.366 -0.405
0.584 -0.191 -0.107
-0.270 -0.287 -0.333
0.613 0.535 0.829
-0.896 0.214 -0.694
0.059 -0.041 0.749
0.091 0.061 0.271
0.110 -0.057 -0.169
0.103 0.090 0.175
-1.363 0.759 -1.458
-0.766 -0.069 -0.228
0.746 0.856 -0.389
-0.115 -0.250 1.447
-2.143 1.219 -0.456
0.868 -0.735 -0.748
0.696 -0.898 0.324
0.119 -0.498 0.410
-0.102 -0.567 -1.181
-0.194 -0.044 0.209
0.789 -0.041 -0.125
-0.177 0.895 0.031
0.011 0.438 -0.700
-0.118 0.337 0.064
0.037 -0.026 0.715
-0.402 -0.200 0.254
0.240 0.135 0.234
0.018 -0.514 0.066
0.059 -0.362 -0.149

## Properties
E_HOMO (alpha / beta) ... -0.458 / -0.458 Eh
Net charge ... +2
Molecular weight ... 900.5 g/mol
Spin multiplicity ... 2
HOMO-LUMO gap (alpha / beta) ... 8.9 / 6.9 eV